Record 1
Molecular formula: C6H11N2O2
Method: DFT, wB97M-V/def2-TZVPD

Bonds (Å) are listed after each position.
CARTESIAN COORDINATES (ANGSTROEM)
1 C -1.17925 1.35478 -0.06145  C3 1.480, N7 1.508, O9 1.155
2 C -2.08204 -0.94527 0.12454  N7 1.243, O10 1.140
3 C 0.15547 0.82298 -0.41626  C1 1.480, C4 1.509, N8 1.449, H11 1.169
4 C 1.24713 1.74440 0.06845  C3 1.509, H12 1.054, H13 1.076, H14 1.052
5 C 0.67141 -0.81744 1.32763  N8 1.491, H15 1.045, H16 1.209, H17 1.149
6 C 0.83471 -1.53960 -1.07428  N8 1.474, H18 1.115, H19 1.111, H20 1.040
7 N -2.23351 0.28809 0.09807  C1 1.508, C2 1.243, H21 0.998
8 N 0.29010 -0.58301 -0.09433  C3 1.449, C5 1.491, C6 1.474
9 O -1.53640 2.45108 0.01322  C1 1.155
10 O -2.09731 -2.08290 0.19990  C2 1.140
11 H -0.14274 1.00666 -1.53108  C3 1.169
12 H 1.13322 1.93738 1.09822  C4 1.054
13 H 1.00663 2.70260 -0.35812  C4 1.076
14 H 2.02424 1.14153 -0.30522  C4 1.052
15 H 1.60417 -0.47421 1.64980  C5 1.045
16 H -0.02135 -0.17721 2.08333  C5 1.209
17 H 0.50627 -1.95423 1.32493  C5 1.149
18 H 1.70459 -2.10358 -0.66334  C6 1.115
19 H 0.20126 -2.38142 -1.42792  C6 1.111
20 H 1.05883 -1.03053 -1.95297  C6 1.040
21 H -3.14544 0.63990 -0.10313  N7 0.998

Output
**LUMO level**: -4.21 eV
**ΔE to the lowest compared entry with this formula, charge and spin**: 90.89 kcal per mole
**HOMO**: -13.70 eV
**Electronic energy**: -13466.1917 eV
**SMILES**: C[C@H](C(=O)[NH+]=C=O)N(C)C
**Kohn-Sham gap**: 9.49 eV
**Charge**: +1

natural (NBO) population analysis, charges in e, atoms 1 to 5: C 0.722; C 1.006; C -0.131; C -0.619; C -0.427

***

Record 2
Molecular formula: C6H11N2O2S
Method: DFT, wB97M-V/def2-TZVPD

Bonds (Å) are listed after each position.
CARTESIAN COORDINATES (ANGSTROEM)
1 C -1.18664 1.08885 -3.29572  C4 1.522, N7 1.237, H12 1.059
2 C -0.32149 0.80683 -1.28559  C3 1.424, N7 1.328, S11 1.809
3 C 0.05440 1.03945 0.06799  C2 1.424, N8 1.491, H13 1.045
4 C -1.73108 -0.32176 -3.12322  C1 1.522, S11 1.819, H14 1.161, H15 1.176
5 C 1.86610 -0.54540 0.99200  N8 1.490, H16 1.081, H17 1.062, H18 1.085
6 C -0.03868 0.02786 2.24228  N8 1.440, H19 1.061, H20 1.129, H21 1.148
7 N -0.60412 1.58475 -2.32392  C1 1.237, C2 1.328
8 N 0.43490 -0.14233 0.89295  C3 1.491, C5 1.490, C6 1.440, H22 0.990
9 O 0.69918 -1.45760 -2.47416  S11 1.486
10 O -1.10101 -1.60993 -0.73591  S11 1.461
11 S -0.53615 -0.88994 -1.87434  C2 1.809, C4 1.819, O9 1.486, O10 1.461
12 H -1.18732 1.70971 -4.15385  C1 1.059
13 H 0.22250 1.83016 0.73064  C3 1.045
14 H -2.68094 -0.34664 -2.45642  C4 1.161
15 H -1.75921 -0.88999 -4.15268  C4 1.176
16 H 2.42302 0.13403 1.62253  C5 1.081
17 H 2.04522 -1.45096 1.51789  C5 1.062
18 H 2.24078 -0.42348 -0.01900  C5 1.085
19 H -0.81738 0.74071 2.34439  C6 1.061
20 H -0.44396 -0.94642 2.64310  C6 1.129
21 H 0.80485 0.34053 2.95517  C6 1.148
22 H -0.09661 -0.89064 0.52068  N8 0.990

Output
**LUMO level (alpha / beta)**: -2.89 / -7.32 eV
**HOMO (alpha / beta)**: -11.28 / -14.28 eV
**Electronic energy**: -24297.6478 eV
**Kohn-Sham gap (alpha / beta)**: 8.38 / 6.96 eV
**Charge**: +1
**Spin multiplicity**: 3

natural (NBO) population analysis, charges in e, atoms 1 to 5: C 0.103; C -0.176; C 0.078; C -0.712; C -0.421

***

Record 3
Molecular formula: C6H11N2O4
Method: DFT, wB97M-V/def2-TZVPD

Bonds (Å) are listed after each position.
CARTESIAN COORDINATES (ANGSTROEM)
1 C -2.13762 -1.20675 0.25421  C4 1.481, O9 1.324, O10 1.232
2 C 1.92195 -0.09770 1.22181  C5 1.600, H13 0.990, H14 1.070, H15 1.190
3 C 2.22864 -1.18603 -1.03648  C5 1.540, H16 1.062, H17 1.030, H18 1.027
4 C -1.80305 0.19072 0.61186  C1 1.481, N8 1.271, H19 1.090
5 C 1.16773 -0.56074 -0.11149  C2 1.600, C3 1.540, C6 1.554, H20 1.200
6 C 0.22644 0.55867 -0.63571  C5 1.554, O11 1.255, O12 1.345
7 N -2.20327 2.41656 0.24471  N8 1.380, H21 1.020, H22 1.048
8 N -2.30489 1.09281 -0.13039  C4 1.271, N7 1.380
9 O -1.88821 -1.51986 -1.00808  C1 1.324, H23 1.116
10 O -2.60553 -1.99517 1.07777  C1 1.232
11 O 0.30337 1.76436 -0.29784  C6 1.255
12 O -0.35275 0.16748 -1.78457  C6 1.345
13 H 2.20476 -0.92666 1.68289  C2 0.990
14 H 2.72049 0.60144 1.08240  C2 1.070
15 H 1.18407 0.55458 1.89048  C2 1.190
16 H 2.88227 -0.38032 -1.26321  C3 1.062
17 H 2.61486 -1.86310 -0.36381  C3 1.030
18 H 1.64018 -1.54685 -1.79687  C3 1.027
19 H -1.37156 0.52856 1.55368  C4 1.090
20 H 0.42734 -1.41499 0.29236  C5 1.200
21 H -2.57035 2.93580 -0.55226  N7 1.020
22 H -1.23636 2.76838 0.44188  N7 1.048
23 H -1.04852 -0.88118 -1.37332  O9 1.116

Output
**LUMO level**: 3.62 eV
**ΔE to the lowest compared entry with this formula, charge and spin**: 0.00 kcal per mole
**HOMO**: -5.07 eV
**Electronic energy**: -17570.2209 eV
**Kohn-Sham gap**: 8.69 eV
**Charge**: -1

natural (NBO) population analysis, charges in e, atoms 1 to 5: C 0.746; C -0.603; C -0.608; C -0.134; C -0.286